[1]
Density functional theory data (the ωB97M-V functional and the def2-TZVPD basis) for the ion C8H9N6O with charge +1 in a non-equilibrium geometry.

Last column: natural (NBO) charge in e.
Geometry (Å):
C -3.095 2.300 2.418  0.235
C -3.561 -0.350 0.160  0.189
C -2.938 1.175 1.543  -0.020
C -1.798 0.804 0.865  0.299
C 1.067 -0.555 -0.813  0.512
C 0.486 1.225 1.810  -0.321
C 1.710 0.726 1.178  0.252
C -1.496 -1.093 -0.869  0.268
N -3.011 3.201 3.145  -0.223
N -3.998 0.452 1.089  -0.355
N -2.142 -0.194 -0.064  -0.375
N -0.565 1.499 0.810  -0.648
N -0.196 -1.142 -1.078  -0.462
N 1.951 -0.979 -1.826  -0.852
O 1.775 0.263 0.013  -0.343
H -4.302 -1.005 -0.313  0.245
H 0.092 0.524 2.492  0.236
H 0.829 2.210 2.418  0.266
H 2.734 0.825 1.431  0.207
H -2.172 -1.796 -1.168  0.229
H -0.816 2.475 0.866  0.414
H -0.107 -1.912 -1.734  0.469
H 2.278 -0.349 -2.530  0.397
H 2.799 -1.282 -1.331  0.381

Cartesian forces, eV/Å:
C 0.864 0.651 0.975
C -0.221 0.877 1.094
C 0.448 -0.142 -1.010
C 0.973 0.669 0.137
C 0.675 -0.196 -2.275
C 0.375 2.436 0.579
C 0.137 1.126 1.254
C 1.496 3.545 2.710
N -0.273 -1.024 -0.958
N -0.261 -0.940 -0.899
N -2.424 0.196 1.260
N -0.043 0.078 0.126
N -0.302 0.436 0.404
N 0.796 -1.505 1.189
O -2.441 -2.711 -2.793
H 1.082 -0.144 -0.298
H -0.311 -0.861 1.362
H -1.106 -2.207 -1.291
H 0.544 0.845 1.463
H -0.892 -2.200 -1.531
H 0.274 0.268 -0.287
H 1.327 0.142 -0.133
H -0.470 0.792 -0.459
H -0.247 -0.127 -0.618

Properties
Calculated total energy ... -713.56013 Ha
Energy relative to the best compared isomer or geometry (same formula, charge and spin) ... 99.4 kcal/mol
HOMO (spin up / spin down) ... -11.77 / -11.82 eV
Total charge ... +1
LUMO (spin up / spin down) ... -4.72 / -5.35 eV
Kohn-Sham gap (spin up / spin down) ... 7.051 / 6.478 eV

[2]
Density functional theory data (the ωB97M-V functional and the def2-TZVPD basis) for the molecule C8H9NO in a non-equilibrium geometry.

Last column: natural (NBO) charge in e.
Geometry (Å):
C -3.443 0.237 -0.178  -0.697
C -2.009 -0.217 0.221  0.674
O -1.896 -1.156 1.098  -0.647
N -1.043 0.484 -0.243  -0.585
C 0.314 0.138 -0.151  0.127
C 0.769 -1.132 -0.388  -0.200
C 2.139 -1.412 -0.221  -0.200
C 3.061 -0.394 0.170  -0.188
C 2.609 0.906 0.425  -0.266
C 1.308 1.224 0.236  -0.191
H -3.730 1.158 0.075  0.223
H -4.159 -0.612 0.285  0.249
H -3.543 0.421 -1.141  0.207
H -1.293 1.069 -0.865  0.380
H 0.148 -1.981 -0.746  0.236
H 2.511 -2.303 -0.160  0.202
H 4.316 -0.576 0.310  0.225
H 3.205 1.813 0.849  0.231
H 0.738 2.332 0.423  0.222

Cartesian forces, eV/Å:
C 0.718 -6.075 4.015
C -4.208 -4.293 5.224
O -0.050 2.857 -3.226
N 4.211 -3.280 3.215
C 3.079 2.379 0.748
C 0.591 -0.981 -0.329
C -0.310 6.794 1.091
C 2.431 -0.922 0.175
C 1.214 2.281 0.696
C -5.813 0.123 -0.440
H -0.789 3.678 2.637
H 1.531 2.254 -1.437
H -0.408 -0.568 -5.227
H -1.752 5.521 -5.513
H 0.093 0.946 0.616
H 1.775 -5.484 -0.471
H -4.061 0.138 -0.381
H -0.395 -2.143 -0.994
H 2.145 -3.223 -0.399

Properties
Calculated total energy ... -440.12602 Ha
Energy relative to the best compared isomer or geometry (same formula, charge and spin) ... 78.6 kcal/mol
HOMO ... -8.95 eV
Total charge ... 0
LUMO ... 0.73 eV
Kohn-Sham gap ... 9.681 eV

[3]
Density functional theory data (the ωB97M-V functional and the def2-TZVPD basis) for the molecule C8H9NO2 in a non-equilibrium geometry.

Last column: natural (NBO) charge in e.
Geometry (Å):
C 2.873 -0.441 -1.085  -0.261
O 3.044 -1.126 0.206  -0.502
C 1.876 -1.753 0.462  0.296
C 0.743 -2.208 0.540  -0.160
C -0.558 -2.744 0.295  -0.323
C -1.576 -1.918 0.017  0.140
N -2.851 -2.370 -0.267  -0.783
C -1.421 -0.514 0.118  -0.159
C -1.569 0.668 0.193  0.327
O -1.375 1.989 0.306  -0.482
C -2.098 2.533 1.385  -0.233
H 2.328 -1.211 -1.755  0.205
H 3.896 -0.084 -1.130  0.212
H 2.104 0.340 -0.938  0.189
H -0.691 -3.805 0.416  0.217
H -2.955 -3.296 -0.364  0.368
H -3.416 -1.820 -0.993  0.387
H -3.035 2.831 1.027  0.179
H -1.507 3.376 1.764  0.194
H -2.195 1.784 2.124  0.188

Cartesian forces, eV/Å:
C -1.493 -1.169 1.104
O -2.357 -1.135 0.383
C -0.517 0.037 0.241
C 2.120 0.669 -0.581
C 0.662 0.188 0.744
C -0.140 -0.508 -0.015
N -1.505 4.922 -1.134
C -0.518 -0.354 -0.391
C 1.158 2.571 0.034
O 0.162 -2.134 -1.090
C 1.220 0.785 0.453
H 1.841 1.288 0.289
H -0.158 0.211 -1.584
H 0.683 0.057 -0.101
H -0.158 -0.275 -0.322
H -0.333 -3.990 -0.475
H 1.419 -1.082 1.730
H -1.531 0.664 -0.277
H -0.330 -0.159 -0.089
H -0.225 -0.584 1.081

Properties
Calculated total energy ... -515.23464 Ha
Energy relative to the best compared isomer or geometry (same formula, charge and spin) ... 153.2 kcal/mol
HOMO ... -7.49 eV
Total charge ... 0
LUMO ... 0.77 eV
Kohn-Sham gap ... 8.254 eV

[4]
Density functional theory data (the ωB97M-V functional and the def2-TZVPD basis) for a cluster of 2 separate species, C8H9NO2 in total in a non-equilibrium geometry.

Last column: natural (NBO) charge in e.
Geometry (Å):
C -0.448 0.483 -0.068  -0.218
C 0.857 -0.270 -0.510  -0.195
C 0.046 0.549 -1.450  0.617
C 0.644 -1.687 -0.503  0.624
C -1.369 -0.654 -0.013  0.203
C -2.717 -0.595 0.145  -0.495
C -0.329 1.556 0.966  -0.609
C 2.781 0.541 0.122  -0.459
N -0.713 -1.856 -0.107  -0.596
O -0.230 0.843 -2.589  -0.460
O 1.409 -2.633 -0.588  -0.562
H -3.430 -1.406 -0.044  0.208
H -3.116 0.345 0.146  0.199
H 0.025 2.513 0.623  0.230
H 0.316 1.238 1.840  0.224
H -1.342 1.737 1.558  0.239
H 3.110 -0.331 0.623  0.213
H 2.572 1.411 0.765  0.205
H 3.235 0.783 -0.885  0.226
H -1.302 -2.568 -0.031  0.407

Cartesian forces, eV/Å:
C 1.368 -0.066 -0.154
C 3.546 3.888 -0.108
C -0.260 0.067 -1.285
C -0.532 -3.820 1.616
C -3.564 -0.564 1.267
C 1.712 -1.442 -0.938
C -1.970 0.000 3.236
C -3.172 -0.099 -2.566
N 3.414 4.719 -0.945
O 0.765 -0.197 1.538
O -0.309 1.275 -0.463
H 0.658 0.052 0.410
H -1.162 2.289 0.277
H 0.088 0.218 -0.364
H -0.333 0.107 -1.158
H 1.739 -0.268 -1.673
H 0.515 -0.668 0.293
H -0.081 -0.556 -0.461
H -0.517 -0.438 1.470
H -1.904 -4.497 0.007

Properties
Calculated total energy ... -515.30578 Ha
Energy relative to the best compared isomer or geometry (same formula, charge and spin) ... 108.6 kcal/mol
HOMO ... -8.56 eV
Total charge ... 0
LUMO ... -0.44 eV
Kohn-Sham gap ... 8.114 eV

[5]
Density functional theory data (the ωB97M-V functional and the def2-TZVPD basis) for the molecule C8H9NO2 in a non-equilibrium geometry.

Last column: natural (NBO) charge in e.
Geometry (Å):
C -2.827 0.008 -0.415  -0.162
C -2.582 -0.446 -1.660  -0.296
C -1.838 -0.005 0.575  -0.265
C -1.290 -1.004 -1.941  0.078
C -0.523 -0.292 0.167  0.112
C 1.959 -0.798 0.652  -0.490
C 2.293 0.595 0.124  0.117
C 0.605 -0.221 1.019  0.261
N -0.323 -0.871 -1.089  -0.459
O 2.978 1.534 0.881  -0.699
O 0.520 0.496 2.219  -0.688
H -3.910 0.436 -0.162  0.218
H -3.186 -0.383 -2.432  0.202
H -1.906 0.159 1.654  0.234
H -1.154 -1.500 -2.841  0.183
H 1.822 -1.417 -0.154  0.268
H 2.583 -0.937 1.579  0.216
H 2.163 0.741 -0.934  0.186
H 2.765 2.473 0.509  0.497
H 1.517 0.638 2.374  0.486

Cartesian forces, eV/Å:
C -2.856 1.465 2.148
C 4.259 -1.137 1.610
C 1.444 0.015 0.189
C -2.181 2.094 2.499
C -1.792 -1.416 -2.077
C 0.538 4.073 2.825
C -1.627 -1.531 0.515
C 2.860 1.980 -0.379
N 1.549 0.137 1.352
O -1.383 1.364 -1.166
O 2.309 -0.561 -0.436
H 2.483 -1.065 -0.465
H -3.392 0.231 -3.288
H -0.772 0.425 -0.538
H 0.675 -0.876 -1.650
H 0.377 -2.184 -1.398
H -0.526 -1.068 -1.106
H -0.110 0.374 -0.127
H 0.473 -2.523 1.041
H -2.328 0.204 0.451

Properties
Calculated total energy ... -515.33723 Ha
Energy relative to the best compared isomer or geometry (same formula, charge and spin) ... 88.9 kcal/mol
HOMO (spin up / spin down) ... -6.70 / -6.70 eV
Total charge ... 0
LUMO (spin up / spin down) ... 0.55 / 0.55 eV
Kohn-Sham gap (spin up / spin down) ... 7.254 / 7.249 eV

[6]
Density functional theory data (the ωB97M-V functional and the def2-TZVPD basis) for a cluster of 2 separate species, C8H9NO2 in total in a non-equilibrium geometry.

Last column: natural (NBO) charge in e.
Geometry (Å):
C -2.053 1.418 -2.115  -0.198
C -0.885 1.192 -2.300  -0.131
C 0.344 0.119 0.609  -0.024
C 1.364 -0.785 1.094  0.071
C -0.400 0.412 1.689  0.196
C 2.241 -1.564 0.146  -0.652
C -1.616 1.161 1.978  -0.650
C 0.293 0.435 -2.349  0.137
N 1.238 -1.010 2.349  -0.135
O 0.092 -0.303 2.719  -0.302
O 0.340 -0.852 -2.573  -0.649
H -3.063 1.760 -2.111  0.237
H 2.865 -0.895 -0.428  0.227
H 2.729 -2.456 0.736  0.239
H 1.561 -1.978 -0.694  0.235
H -1.616 1.735 2.917  0.239
H -1.714 1.755 1.142  0.231
H -2.533 0.422 2.077  0.228
H 1.271 0.819 -2.271  0.196
H -0.460 -1.386 -2.616  0.504

Cartesian forces, eV/Å:
C -1.285 0.919 -0.207
C 1.074 -1.570 0.166
C 0.559 -0.018 0.154
C -0.351 -0.022 -2.601
C 0.541 -1.009 0.413
C -0.872 -1.975 0.359
C -1.933 -2.117 1.688
C -0.912 1.373 1.023
N -0.600 -0.234 0.366
O 0.367 0.254 1.212
O 0.581 -2.211 -0.734
H 0.092 -0.053 0.067
H 0.847 -0.046 0.298
H -0.508 1.945 -1.488
H 0.920 0.341 1.605
H 0.359 -0.150 -0.446
H -0.950 1.682 -1.627
H 1.739 1.420 -0.376
H 0.782 0.766 0.002
H -0.451 0.704 0.125

Properties
Calculated total energy ... -515.18240 Ha
Energy relative to the best compared isomer or geometry (same formula, charge and spin) ... 186.0 kcal/mol
HOMO (spin up / spin down) ... -7.54 / -9.46 eV
Total charge ... 0
LUMO (spin up / spin down) ... -0.95 / -0.14 eV
Kohn-Sham gap (spin up / spin down) ... 6.596 / 9.326 eV

[7]
Density functional theory data (the ωB97M-V functional and the def2-TZVPD basis) for the molecule C8H9NO2S in a non-equilibrium geometry.

Last column: natural (NBO) charge in e.
Geometry (Å):
C -0.146 2.170 0.138  -0.264
C 0.141 2.820 1.374  -0.348
C 0.474 0.923 0.045  0.056
C 0.868 0.441 1.286  -0.387
C 1.429 -0.866 1.635  0.769
C 0.545 -0.024 -1.221  -0.454
C -0.802 -0.166 -1.970  -0.523
C -1.733 -0.706 -0.872  0.126
N -2.012 -1.994 -0.946  -0.746
O 1.593 -1.798 0.790  -0.627
O 1.619 -1.081 2.990  -0.680
S 0.926 1.658 2.493  0.463
H -0.568 2.761 -0.677  0.231
H -0.211 3.806 1.684  0.239
H 1.399 0.227 -1.873  0.228
H 0.827 -1.035 -0.790  0.273
H -1.288 0.839 -2.133  0.233
H -0.625 -0.946 -2.875  0.179
H -2.602 -2.433 -0.309  0.386
H -1.794 -2.586 -1.794  0.343
H 1.961 -2.009 3.023  0.504

Cartesian forces, eV/Å:
C 1.488 2.673 1.753
C -0.338 -2.464 -0.639
C -0.577 -2.704 -0.972
C 1.357 0.418 0.096
C -0.315 -2.930 -1.957
C 0.275 -0.322 1.490
C -0.583 -1.280 0.355
C 0.150 -0.777 -0.140
N 1.371 0.964 -2.904
O 0.054 2.510 3.277
O 0.338 -0.575 -1.756
S -1.494 1.777 -1.129
H -0.011 -0.494 0.161
H 0.380 -0.438 -0.010
H -0.516 0.334 0.149
H -0.449 1.288 -0.774
H 0.832 -1.011 -0.922
H -0.634 2.060 1.496
H -1.012 -0.585 1.342
H 0.009 0.676 1.012
H -0.325 0.880 0.072

Properties
Calculated total energy ... -913.57116 Ha
Energy relative to the best compared isomer or geometry (same formula, charge and spin) ... 64.1 kcal/mol
HOMO ... -7.92 eV
Total charge ... 0
LUMO ... 0.16 eV
Kohn-Sham gap ... 8.082 eV

> The highest total charge belongs to which entry?

C8H9N6O